# 1
A single C2H3ClO2S molecule at a distorted geometry. Source: the Open Molecules 2025 dataset; level of theory: ωB97M-V with the def2-TZVPD basis set.

Energy relative to the best compared isomer or geometry (same formula, charge and spin) (kcal/mol): 36.2
SMILES: C=CS(=O)(=O)Cl
Frontier orbital gap (eV): 10.8
Lowest unoccupied orbital energy (eV): -0.46
Energy (eV): -29573.145

```
! wB97M-V def2-TZVPD RIJCOSX def2/J DEFGRID3
* xyz 0 1
C 0.1873 -0.1576 -0.3176
C -0.6211 0.4167 0.5262
O -2.4097 1.0670 -1.3689
O -3.0696 1.3154 0.9232
S -2.3230 0.6272 -0.0169
Cl -3.2215 -1.3292 0.0060
H 1.2354 -0.3735 -0.4969
H -0.2343 -0.6293 -1.2056
H -0.5086 0.9962 1.5139
*
```


# 2
A molecular structure, C7H10AlBrFN3OP at a distorted geometry. Source: the Open Molecules 2025 dataset; level of theory: ωB97M-V with the def2-TZVPD basis set.

Energy relative to the best compared isomer or geometry (same formula, charge and spin) (kcal/mol): 0.0
Frontier orbital gap (eV): 3.6
Lowest unoccupied orbital energy (eV): -16.96
Energy (eV): -102545.834

```
! wB97M-V def2-TZVPD RIJCOSX def2/J DEFGRID3
* xyz 3 1
C 1.6179 -1.6453 1.3344
P 1.5976 -0.8919 -0.2929
O 3.0260 -0.0862 -0.4271
C 0.1877 0.3578 -0.5254
C 0.5876 1.0310 -1.7770
N 0.8957 1.5680 -2.7501
C -1.1225 -0.4272 -0.8188
C -2.3726 -0.0077 -0.0239
N -2.5718 -0.9502 1.0551
C 0.1455 1.4856 0.5851
F 1.4230 1.9306 0.7016
Br -0.3983 0.9402 2.3464
C -0.6138 2.6248 0.0692
N -1.3850 3.4302 -0.2145
H 2.4055 -2.4113 1.3323
H 0.6934 -2.1545 1.5971
H 1.9111 -0.8687 2.0656
H 3.6388 -0.5873 -1.0401
H -1.3563 -0.3746 -1.8784
H -0.9453 -1.4902 -0.6442
H -2.3508 0.9701 0.4466
H -3.2613 -0.0938 -0.6851
H -2.6205 -1.8966 0.6707
H -3.4549 -0.7881 1.5490
Al 4.3233 0.3352 -2.6756
*
```


Repeat the first record exactly.
A single C2H3ClO2S molecule at a distorted geometry. Source: the Open Molecules 2025 dataset; level of theory: ωB97M-V with the def2-TZVPD basis set.

Energy relative to the best compared isomer or geometry (same formula, charge and spin) (kcal/mol): 36.2
SMILES: C=CS(=O)(=O)Cl
Frontier orbital gap (eV): 10.8
Lowest unoccupied orbital energy (eV): -0.46
Energy (eV): -29573.145

```
! wB97M-V def2-TZVPD RIJCOSX def2/J DEFGRID3
* xyz 0 1
C 0.1873 -0.1576 -0.3176
C -0.6211 0.4167 0.5262
O -2.4097 1.0670 -1.3689
O -3.0696 1.3154 0.9232
S -2.3230 0.6272 -0.0169
Cl -3.2215 -1.3292 0.0060
H 1.2354 -0.3735 -0.4969
H -0.2343 -0.6293 -1.2056
H -0.5086 0.9962 1.5139
*
```